C3H6O2P | the ωB97M-V functional and the def2-TZVPD basis

LUMO level (spin up / spin down), eV: 4.0037 / 4.0123
Frontier orbital gap (spin up / spin down), hartree: 0.233 / 0.263
Energy relative to the best compared isomer or geometry (same formula, charge and spin), kJ/mol: 243.7
Total charge: -1
HOMO energy (spin up / spin down), eV: -2.342 / -3.135

CARTESIAN COORDINATES (ANGSTROEM)
H  0.9265  -2.9467  0.2631
H  1.7245  -1.5871  1.1635
H  -0.1751  1.0923  -1.7318
O  -2.2635  -0.9110  -1.0284
C  0.0121  2.0964  0.1294
H  -0.2736  2.0797  1.1691
P  -1.3903  -0.2500  -0.0253
H  1.8500  -1.6774  -0.6414
C  -0.4448  1.1541  -0.6866
C  1.2894  -1.9352  0.2413
H  0.6553  2.9041  -0.1955
O  -1.9106  -0.0193  1.3427

These are the Löwdin partial charges, in e, on atoms 1 to 2: number 1, H, carries -0.097; number 2, H, carries -0.093

---

C3H6O2S | the ωB97M-V functional and the def2-TZVPD basis

LUMO level, eV: 0.5853
Frontier orbital gap, hartree: 0.388
Structure (SMILES): COCC(=O)S
Energy relative to the best compared isomer or geometry (same formula, charge and spin), kJ/mol: 165.8
HOMO energy, eV: -9.972

CARTESIAN COORDINATES (ANGSTROEM)
H  -0.2020  0.7617  1.0332
C  -1.8006  0.4495  -0.0914
H  0.0540  1.3713  -0.6857
H  2.1073  -0.0365  0.9132
H  -1.5550  -1.7962  0.6840
O  0.4357  -0.5507  -0.3154
O  -2.5072  1.4547  -0.1652
S  -2.4537  -1.2155  -0.1596
C  1.8056  -0.3265  -0.1169
C  -0.3288  0.5967  -0.0262
H  2.0818  0.5796  -0.7471
H  2.3628  -1.2882  -0.3228

These are the Löwdin partial charges, in e, on atoms 1 to 2: number 1, H, carries 0.138; number 2, C, carries -0.738

---

C3H6O2S | the ωB97M-V functional and the def2-TZVPD basis

LUMO level, eV: -0.5478
Frontier orbital gap, hartree: 0.360
Energy relative to the best compared isomer or geometry (same formula, charge and spin), kJ/mol: 384.9
HOMO energy, eV: -10.354

CARTESIAN COORDINATES (ANGSTROEM)
C  0.2301  -1.6411  -1.5222
H  -1.0808  2.4389  2.4948
H  2.4695  -0.0812  0.0050
O  -1.5089  -1.2464  1.2665
H  -0.5595  2.3180  1.9144
H  1.6062  1.2165  -0.8387
C  0.7918  -0.7145  -1.0291
O  -2.2679  0.3991  -0.4239
C  1.5000  0.2878  -0.3307
H  -0.1214  -2.4673  -1.9714
S  -1.9950  -0.9826  -0.0609
H  0.9361  0.4729  0.4961

These are the Löwdin partial charges, in e, on atoms 1 to 2: number 1, C, carries 0.054; number 2, H, carries 0.027

---

C3H6O2S | the ωB97M-V functional and the def2-TZVPD basis

LUMO level, eV: -3.1931
Frontier orbital gap, hartree: 0.212
Energy relative to the best compared isomer or geometry (same formula, charge and spin), kJ/mol: 442.6
HOMO energy, eV: -8.970

CARTESIAN COORDINATES (ANGSTROEM)
H  2.5736  -1.9991  0.2644
O  -1.2831  -1.8793  -0.1514
H  -0.5637  -1.1480  -2.1359
O  -0.5835  -0.3505  -1.5925
H  -0.4036  2.0381  -0.5945
C  -0.9829  -0.7182  -0.3413
H  -1.3145  0.1977  1.5881
H  2.2936  -1.4904  0.7296
C  -0.0996  1.5587  0.3411
C  -0.9644  0.3786  0.5817
H  -0.3053  2.2998  1.1188
S  1.6333  1.1128  0.1919

These are the Löwdin partial charges, in e, on atoms 1 to 2: number 1, H, carries 0.029; number 2, O, carries 0.112

---

C3H6O2Si | the ωB97M-V functional and the def2-TZVPD basis

LUMO level (spin up / spin down), eV: 0.0833 / -0.4372
Frontier orbital gap (spin up / spin down), hartree: 0.316 / 0.265
Energy relative to the best compared isomer or geometry (same formula, charge and spin), kJ/mol: 718.9
HOMO energy (spin up / spin down), eV: -8.526 / -7.652

CARTESIAN COORDINATES (ANGSTROEM)
H  -0.4599  -1.3185  -0.4431
H  3.9432  -0.6648  0.5398
H  -1.6432  2.1469  0.1163
O  2.9027  1.1077  0.1231
C  3.2221  -0.2514  -0.0799
O  0.7192  0.2488  -0.1246
C  2.0177  0.1774  0.5501
C  -0.4170  -0.2405  -0.2490
H  -2.2785  0.2733  1.3587
Si  -1.9378  0.7850  0.1037
H  3.2321  -0.6379  -1.1111
H  -3.2500  0.6471  -0.6090

These are the Löwdin partial charges, in e, on atoms 1 to 2: number 1, H, carries 0.076; number 2, H, carries 0.081

---

C3H6O3 | the ωB97M-V functional and the def2-TZVPD basis

LUMO level, eV: -5.2448
Frontier orbital gap, hartree: 0.149
Energy relative to the best compared isomer or geometry (same formula, charge and spin), kJ/mol: 1244.5
HOMO energy, eV: -9.293

CARTESIAN COORDINATES (ANGSTROEM)
C  -0.3038  0.3146  -0.5501
H  -0.9713  -0.2229  -1.2306
H  -0.0124  -1.8063  3.4724
O  0.2810  -1.1728  2.9140
H  1.8184  0.5800  -1.1198
H  -1.5816  -1.3264  -3.4468
H  -0.0478  -0.5414  1.5500
O  -1.2019  -0.7839  -2.7693
H  -0.0727  1.3173  1.4307
C  0.8634  1.0686  -0.7412
C  -0.0724  0.3591  0.8465
O  1.3012  2.2140  -0.3557

These are the Löwdin partial charges, in e, on atoms 1 to 2: number 1, C, carries 0.106; number 2, H, carries 0.046

---

Number 1: calculated total energy -609.73541 Eh. Number 2: calculated total energy -666.53090 Eh. Number 3: calculated total energy -666.44745 Eh. Number 4: calculated total energy -666.42544 Eh. Number 5: calculated total energy -557.63482 Eh. Number 6: calculated total energy -343.18056 Eh.